A molecular structure, H17O9Y in a non-equilibrium geometry, computed with ωB97M-V/def2-TZVPD.

Calculated values
- HOMO (spin up / spin down): -22.8 / -22.8 eV
- Orbital gap (spin up / spin down): 0.469 / 0.282 hartree
- LUMO level (spin up / spin down): -10.06 / -15.12 eV

Structure (ORCA input):
```
! RIJCOSX wB97M-V def2-TZVPD def2/J DEFGRID3
* xyz 3 2
Y -0.17 0.03 -0.01
O -2.21 0.81 -0.42
H -2.29 1.76 -0.61
O 0.83 -1.81 1.19
H 1.72 -2.06 1.41
H 0.27 -2.36 1.74
O -0.49 1.51 1.81
H 0.15 2.15 2.13
H -1.25 1.63 2.37
O 1.97 0.66 1.00
H 2.30 1.18 1.73
H 2.76 0.35 0.55
O 1.60 -0.83 -1.35
H 1.77 -1.56 -1.94
H 2.33 -0.23 -1.49
O 0.44 2.24 -0.68
H 0.00 2.82 -1.31
H 0.96 2.83 -0.14
O -1.66 -1.09 1.71
H -2.61 -1.22 1.78
H -1.35 -1.12 2.61
O -0.49 0.39 -2.76
H -0.24 1.12 -3.33
H -0.19 -0.39 -3.22
O -1.12 -1.99 -1.00
H -2.04 -2.03 -1.27
H -0.99 -2.80 -0.51
*
```